No. 1
The following is a quantum chemistry calculation of a molecular structure, C7H12N2OS2, from the OMol25 dataset.

## Properties
Lowest unoccupied orbital energy (eV): -0.147
Total charge: 0
Energy above the lowest of the compared OMol25 structures with the same formula, charge and spin (kJ/mol): 440.4
Largest force on an atom (hartree/bohr): 0.0918

Each line ends with the Mulliken charge.
Geometry (Å):
C1 -0.179 0.320 0.798  0.09
C2 2.411 -1.965 -0.287  -0.27
C3 0.839 0.133 -0.245  0.31
C4 -2.108 0.386 -0.970  -1.64
C5 -1.867 -1.547 0.487  -1.63
C6 1.388 2.836 0.397  -0.71
C7 -1.593 -0.055 0.407  0.64
N1 1.351 -1.815 -1.221  -0.71
N2 0.584 -0.890 -1.084  0.28
O1 -0.019 0.836 1.868  -0.58
S1 2.751 -0.561 0.830  -0.16
S2 1.187 1.705 -1.016  -0.04
H1 2.015 -2.857 0.284  0.28
H2 3.412 -2.329 -0.774  0.34
H3 -1.923 -0.424 -1.631  0.40
H4 -3.076 0.699 -0.982  0.48
H5 -1.594 1.313 -1.381  0.29
H6 -1.236 -2.209 -0.135  0.35
H7 -2.756 -1.574 -0.004  0.53
H8 -1.825 -1.823 1.476  0.43
H9 0.437 2.910 1.139  0.21
H10 1.685 3.781 0.041  0.42
H11 2.350 2.517 1.039  0.21
H12 -2.235 0.614 0.964  0.51

=====

No. 2
The following is a quantum chemistry calculation of a gas-phase ion, C4H9N2 (charge +1), from the OMol25 dataset.

## Properties
Multiplicity: 3
<S²>: 2.009
Lowest unoccupied orbital energy (spin up / spin down) (eV): -3.578 / -9.053
Total charge: +1
Energy above the lowest of the compared OMol25 structures with the same formula, charge and spin (kJ/mol): 235.8
Largest force on an atom (hartree/bohr): 0.1429

Each line ends with the Mulliken charge.
Geometry (Å):
C1 -0.674 -0.566 0.509  0.37
C2 1.050 0.295 -1.529  -0.75
C3 0.956 1.385 -0.413  -0.41
C4 0.768 -0.035 -0.044  -0.02
N1 -0.465 -1.198 1.689  -0.26
N2 -1.892 -0.390 -0.003  -0.25
H1 0.303 0.228 -2.239  0.24
H2 2.088 0.182 -1.984  0.25
H3 1.870 1.956 -0.079  0.28
H4 -0.013 1.887 -0.409  0.23
H5 1.518 -0.577 0.636  0.19
H6 0.503 -0.991 2.049  0.27
H7 -1.295 -1.338 2.372  0.31
H8 -2.030 -0.123 -1.042  0.30
H9 -2.688 -0.716 0.485  0.24

=====

No. 3
The following is a quantum chemistry calculation of C5H10N2O in the gas phase, from the OMol25 dataset.

## Properties
Lowest unoccupied orbital energy (eV): 0.990
Total charge: 0
SMILES: CC(C)N1C=CON1
Energy above the lowest of the compared OMol25 structures with the same formula, charge and spin (kJ/mol): 551.3
Largest force on an atom (hartree/bohr): 0.0991

Each line ends with the Mulliken charge.
Geometry (Å):
C1 1.539 -0.482 1.115  -0.67
C2 2.370 -0.733 0.100  0.05
C3 -1.104 -1.033 -0.707  -1.16
C4 -1.714 1.324 0.154  -1.56
C5 -0.871 0.055 0.385  0.11
N1 1.281 1.114 -0.313  -0.49
N2 0.659 0.536 0.743  0.17
O1 2.264 0.095 -0.901  -0.29
H1 1.511 -0.924 2.085  0.36
H2 3.109 -1.476 -0.158  0.41
H3 -1.257 -0.482 -1.615  0.31
H4 -0.103 -1.688 -0.768  0.25
H5 -1.939 -1.612 -0.519  0.42
H6 -1.229 1.809 -0.590  0.39
H7 -1.593 1.854 0.993  0.46
H8 -2.651 0.929 -0.027  0.47
H9 -1.074 -0.543 1.208  0.44
H10 0.802 1.257 -1.186  0.31

=====

No. 4
The following is a quantum chemistry calculation of 2 unconnected molecules or ions with the total composition C4H14N2O4S, from the OMol25 dataset.

## Properties
Lowest unoccupied orbital energy (eV): 0.794
Total charge: 0
Energy above the lowest of the compared OMol25 structures with the same formula, charge and spin (kJ/mol): 169.7
Largest force on an atom (hartree/bohr): 0.1017

Each line ends with the Mulliken charge.
Geometry (Å):
N1 5.220 -0.479 -0.715  -0.56
C1 5.131 0.864 -1.406  -0.11
O1 3.760 1.423 -1.224  -0.30
S1 2.732 0.305 -0.449  0.72
O2 2.852 0.414 1.104  -0.57
O3 1.136 0.886 -0.796  -0.20
N2 0.344 -0.149 -1.161  -0.46
H1 5.432 -0.389 0.312  0.24
H2 5.876 -1.140 -1.191  0.23
H3 5.392 0.695 -2.551  0.26
H4 5.860 1.690 -0.946  0.21
H5 -0.101 -0.503 -0.263  0.32
H6 -0.403 0.302 -1.770  0.24
C2 -4.636 -1.115 0.754  -1.28
C3 -3.196 -0.706 1.018  0.37
C4 -3.111 0.719 1.541  -1.22
O4 -2.446 -0.811 -0.190  -0.53
H7 -5.094 -0.470 -0.005  0.34
H8 -4.680 -2.139 0.366  0.32
H9 -5.236 -1.061 1.667  0.37
H10 -2.745 -1.392 1.744  0.26
H11 -3.515 1.429 0.811  0.33
H12 -2.068 1.004 1.715  0.31
H13 -3.665 0.829 2.478  0.37
H14 -2.839 -0.205 -0.840  0.34

=====

No. 5
The following is a quantum chemistry calculation of 11 unconnected molecules or ions with the total composition C37H93N3O16, from the OMol25 dataset.

## Properties
Lowest unoccupied orbital energy (eV): 0.407
Total charge: 0
SMILES: CC1(C)CCCC(C)(C)N1O.CC1(C)CCCC(C)(C)N1O.CC1(C)CCCC(C)(C)N1O.OCCO.OCCO.OCCO.OCCO.OCCO.O.O.O
Energy above the lowest of the compared OMol25 structures with the same formula, charge and spin (kJ/mol): 0.0
Largest force on an atom (hartree/bohr): 0.0546

Each line ends with the Mulliken charge.
Geometry (Å):
O1 0.209 13.265 16.572  -0.68
H1 0.822 13.461 17.302  0.45
H2 0.517 13.788 15.827  0.25
O2 5.061 14.748 17.502  -0.61
H3 5.618 14.572 16.738  0.23
H4 5.360 14.117 18.187  -0.16
O3 3.732 16.967 16.375  -0.66
H5 2.883 17.329 16.646  0.30
H6 3.958 16.322 17.061  0.34
C1 -3.292 10.348 20.171  -1.67
C2 -3.756 11.415 21.136  1.85
C3 -3.091 11.231 22.497  -1.81
C4 -1.652 11.746 22.587  1.06
C5 -1.566 13.173 22.106  -1.79
C6 -2.167 13.391 20.716  1.99
N1 -3.524 12.822 20.679  0.41
O4 -4.206 13.159 19.523  -0.48
C7 -2.241 14.933 20.579  -2.21
C8 -1.264 12.783 19.604  -1.34
C9 -5.295 11.340 21.390  -1.93
H7 -3.544 10.664 19.159  0.32
H8 -3.854 9.442 20.414  0.51
H9 -2.248 10.059 20.287  0.07
H10 -3.663 11.723 23.285  0.38
H11 -2.987 10.175 22.757  0.44
H12 -0.889 11.153 22.080  -1.14
H13 -1.357 11.695 23.639  0.86
H14 -0.535 13.534 22.103  0.21
H15 -2.093 13.769 22.857  0.51
H16 -2.690 15.488 21.403  0.46
H17 -1.263 15.423 20.544  0.31
H18 -2.657 15.128 19.588  0.50
H19 -1.733 12.821 18.620  0.57
H20 -0.279 13.248 19.569  0.22
H21 -1.153 11.714 19.783  0.07
H22 -5.602 12.002 22.198  0.42
H23 -5.607 10.320 21.625  0.40
H24 -5.862 11.611 20.499  0.42
H25 -4.837 13.841 19.774  0.36
C10 4.257 17.856 23.861  -1.29
C11 4.869 16.880 24.905  1.52
C12 4.303 17.262 26.273  -1.28
C13 2.867 16.779 26.457  -0.84
C14 2.817 15.270 26.288  -1.24
C15 3.371 14.757 24.953  2.02
N2 4.573 15.458 24.569  0.06
O5 5.133 15.013 23.381  -0.03
C16 3.669 13.269 25.094  -1.77
C17 2.299 14.953 23.834  -1.67
C18 6.377 17.091 25.077  -1.78
H26 4.539 18.888 24.066  0.46
H27 3.174 17.760 23.839  0.36
H28 4.649 17.591 22.878  -0.07
H29 4.845 16.891 27.144  0.38
H30 4.309 18.352 26.333  0.56
H31 2.105 17.259 25.838  0.38
H32 2.522 17.068 27.454  0.41
H33 1.737 15.093 26.277  0.39
H34 3.236 14.743 27.146  0.39
H35 4.485 13.083 25.796  0.54
H36 2.791 12.721 25.441  0.44
H37 3.954 12.815 24.144  0.14
H38 2.003 16.003 23.824  0.37
H39 2.812 14.835 22.876  -0.20
H40 1.421 14.308 23.809  0.66
H41 7.024 17.146 24.196  0.23
H42 6.864 16.361 25.732  0.44
H43 6.662 18.011 25.598  0.42
H44 6.037 14.782 23.629  0.30
C19 4.758 7.384 20.178  -2.22
C20 3.618 7.467 21.171  1.93
C21 4.095 6.904 22.498  -1.45
C22 3.270 7.241 23.745  -0.84
C23 3.146 8.773 23.860  -1.53
C24 2.615 9.487 22.605  2.54
N3 3.308 8.928 21.406  -0.08
O6 2.917 9.585 20.218  2.33
C25 1.100 9.332 22.478  -2.00
C26 2.923 10.984 22.681  -2.34
C27 2.414 6.681 20.726  -1.37
H45 5.553 8.089 20.410  -0.07
H46 4.549 7.549 19.117  0.26
H47 5.227 6.399 20.090  0.44
H48 4.251 5.823 22.455  0.50
H49 5.113 7.268 22.687  0.30
H50 3.668 6.801 24.658  0.51
H51 2.289 6.775 23.613  0.40
H52 4.088 9.224 24.176  0.49
H53 2.390 8.950 24.629  0.31
H54 0.697 8.330 22.638  0.36
H55 0.578 9.976 23.189  0.60
H56 0.749 9.645 21.493  0.01
H57 3.982 11.225 22.583  0.71
H58 2.378 11.580 21.944  -0.40
H59 2.575 11.468 23.597  0.61
H60 2.088 7.007 19.737  -0.01
H61 1.514 6.767 21.338  0.28
H62 2.623 5.610 20.709  0.46
H63 2.134 9.128 19.834  -0.67
C28 7.243 15.896 21.086  -0.24
C29 6.021 16.407 20.331  1.30
O7 6.246 17.768 19.950  -0.67
O8 8.315 15.683 20.185  -0.60
H64 7.049 15.005 21.678  -0.17
H65 7.498 16.755 21.716  0.43
H66 5.203 16.422 21.062  -0.27
H67 5.695 15.796 19.493  -0.10
H68 5.416 18.168 19.682  0.35
H69 8.814 16.502 20.148  0.37
C30 7.646 10.931 20.631  -0.87
C31 6.582 9.939 20.981  -0.90
O9 5.288 10.496 20.829  1.36
O10 7.596 11.227 19.215  -0.68
H70 8.654 10.535 20.766  0.46
H71 7.595 11.857 21.210  0.16
H72 6.771 9.514 21.969  0.19
H73 6.662 9.132 20.244  0.73
H74 4.598 9.846 21.064  -0.49
H75 8.080 12.025 18.987  0.29
C32 3.984 13.521 20.177  0.49
C33 2.791 13.028 19.364  1.51
O11 2.427 13.859 18.263  -0.69
O12 5.257 13.075 19.704  0.49
H76 3.866 13.324 21.246  -1.28
H77 4.035 14.611 20.176  0.31
H78 1.901 12.945 19.989  -0.44
H79 3.022 12.002 19.062  -0.55
H80 3.208 14.130 17.758  0.37
H81 5.408 12.166 20.035  -0.41
C34 0.751 8.613 17.624  -1.08
C35 0.924 9.959 16.973  0.65
O13 -0.323 10.627 17.096  -0.55
O14 0.630 8.757 19.058  -0.50
H82 1.565 7.906 17.448  0.37
H83 -0.151 8.084 17.308  0.48
H84 1.170 9.759 15.925  0.34
H85 1.747 10.497 17.448  -0.43
H86 -0.135 11.563 16.909  0.36
H87 -0.269 9.081 19.184  0.18
C36 5.222 9.600 17.367  0.37
C37 5.194 10.710 16.319  -0.57
O15 3.868 10.990 15.902  -0.40
O16 6.552 9.241 17.662  -0.66
H88 4.638 8.739 17.046  0.55
H89 4.750 10.051 18.245  -0.31
H90 5.700 10.399 15.399  0.43
H91 5.652 11.599 16.760  0.02
H92 3.821 11.502 15.095  0.24
H93 6.952 9.837 18.326  0.29

=====

No. 6
The following is a quantum chemistry calculation of 2 unconnected molecules or ions with the total composition C2H8Br2N4O, from the OMol25 dataset.

## Properties
Lowest unoccupied orbital energy (spin up / spin down) (eV): -10.351 / -10.864
Total charge: +2
Energy above the lowest of the compared OMol25 structures with the same formula, charge and spin (kJ/mol): 80.2
Largest force on an atom (hartree/bohr): 0.1041

Each line ends with the Mulliken charge.
Geometry (Å):
C1 0.036 0.216 -0.574  0.57
C2 0.778 -2.477 1.820  -1.00
N1 -1.055 0.872 -0.987  -0.26
N2 -0.253 -0.819 0.304  0.00
N3 -0.752 1.833 -2.006  -0.16
N4 0.857 -1.571 0.745  -0.08
O1 1.128 0.505 -0.932  -0.56
Br1 -1.975 -1.753 0.345  0.21
Br2 1.966 -2.673 -1.352  0.13
H1 0.056 -2.025 2.473  0.50
H2 0.650 -3.554 1.581  0.29
H3 1.648 -2.320 2.239  0.47
H4 -1.990 0.407 -1.141  0.28
H5 -0.867 2.743 -1.596  0.36
H6 -1.335 1.710 -2.895  0.40
H7 0.292 1.681 -2.082  0.36
H8 1.677 -1.042 0.557  0.49

=====

No. 7
The following is a quantum chemistry calculation of a molecular structure, C36H40HfP2, from the OMol25 dataset.

## Properties
Lowest unoccupied orbital energy (spin up / spin down) (eV): -7.637 / -7.636
Total charge: +2
Largest force on an atom (hartree/bohr): 0.1045

Each line ends with the Mulliken charge.
Geometry (Å):
Hf1 -0.385 1.343 0.845  0.90
C1 -1.812 1.109 -2.929  -0.38
C2 -2.023 -0.173 -2.572  -0.18
C3 -1.264 -1.384 -2.971  0.14
C4 0.051 -1.143 -3.739  -1.80
C5 1.024 -0.281 -3.002  -0.43
C6 1.200 1.047 -3.110  -0.38
C7 0.366 2.070 -3.805  -0.84
C8 -1.057 1.616 -4.115  -1.28
C9 -0.922 0.201 2.690  -1.82
H1 -2.415 1.896 -2.456  0.75
H2 -2.929 -0.416 -2.003  0.79
H3 -1.907 -2.037 -3.582  0.53
H4 -1.020 -1.956 -2.062  -0.28
H5 0.537 -2.130 -3.832  0.53
H6 -0.128 -0.827 -4.780  0.36
H7 1.785 -0.882 -2.482  0.87
H8 2.178 1.456 -2.844  1.05
H9 0.853 2.369 -4.754  0.46
H10 0.332 2.990 -3.196  0.25
H11 -1.596 2.500 -4.478  0.47
H12 -1.044 0.917 -4.962  0.38
H13 -1.053 1.116 3.310  0.59
H14 -0.037 -0.332 3.060  0.46
H15 -1.823 -0.396 2.951  0.56
P1 -1.548 -1.376 0.974  0.09
P2 2.228 0.135 1.430  0.62
C10 0.041 -1.423 0.216  -0.48
C11 0.961 -0.269 0.132  0.61
C12 -2.467 -2.899 1.325  0.50
C13 -2.788 -3.716 0.221  -0.22
C14 -3.668 -4.783 0.385  -0.73
C15 -4.200 -5.058 1.649  -0.51
C16 -3.841 -4.288 2.756  -0.69
C17 -2.952 -3.226 2.612  -0.26
C18 -2.745 -0.161 0.423  0.36
C19 -2.249 1.056 -0.180  2.03
C20 -2.926 2.298 -0.024  -0.44
C21 -4.193 2.280 0.580  -0.99
C22 -4.753 1.081 1.018  -0.84
C23 -4.052 -0.123 0.981  -1.16
C24 3.631 -1.010 1.341  0.71
C25 3.386 -2.387 1.568  -0.52
C26 4.463 -3.251 1.765  -0.60
C27 5.780 -2.767 1.756  -0.55
C28 6.017 -1.409 1.499  -0.62
C29 4.953 -0.527 1.291  -0.40
C30 2.775 1.801 0.907  -0.12
C31 3.127 2.747 1.904  -0.88
C32 3.335 4.079 1.552  -0.65
C33 3.215 4.478 0.209  -0.63
C34 2.970 3.530 -0.789  -0.38
C35 2.798 2.189 -0.438  -0.08
H16 0.376 -2.385 -0.171  1.07
H17 1.375 -0.056 -0.855  -1.68
H18 -2.358 -3.490 -0.757  0.34
H19 -3.927 -5.400 -0.476  0.44
H20 -4.893 -5.888 1.770  0.41
H21 -4.242 -4.514 3.744  0.43
H22 -2.628 -2.637 3.468  0.41
H23 -1.281 1.009 -0.847  -0.47
H24 -2.522 3.234 -0.418  0.67
H25 -4.744 3.217 0.705  0.49
H26 -5.775 1.099 1.435  0.44
H27 -4.478 -1.028 1.427  0.55
H28 2.354 -2.750 1.624  0.32
H29 4.288 -4.315 1.940  0.39
H30 6.623 -3.445 1.939  0.38
H31 7.039 -1.033 1.469  0.40
H32 5.124 0.540 1.132  0.35
H33 3.181 2.402 2.941  0.43
H34 3.587 4.815 2.324  0.39
H35 3.368 5.529 -0.054  0.43
H36 2.938 3.839 -1.837  0.49
H37 2.684 1.425 -1.199  0.62
C36 -0.123 3.266 1.949  -1.37
H38 0.242 3.122 2.985  0.41
H39 -1.052 3.865 2.046  0.45
H40 0.634 3.909 1.470  0.33

=====

No. 8
The following is a quantum chemistry calculation of C4H10OS2 in the gas phase, from the OMol25 dataset.

## Properties
Lowest unoccupied orbital energy (eV): 0.654
Total charge: 0
SMILES: CSSCCCO
Energy above the lowest of the compared OMol25 structures with the same formula, charge and spin (kJ/mol): 208.4
Largest force on an atom (hartree/bohr): 0.0598

Each line ends with the Mulliken charge.
Geometry (Å):
C1 0.760 -1.202 0.906  -0.56
C2 1.481 -1.640 -0.360  -0.27
O1 1.672 -3.042 -0.250  -0.53
C3 -0.726 -0.993 0.600  -0.54
S1 -1.039 0.157 -0.733  -0.07
S2 0.073 1.821 -0.088  -0.12
C4 -1.271 2.882 0.639  -0.73
H1 1.148 -0.236 0.982  0.30
H2 0.971 -1.742 1.844  0.35
H3 2.537 -1.060 -0.390  0.18
H4 0.980 -1.408 -1.310  0.33
H5 1.840 -3.628 -0.947  0.28
H6 -1.282 -1.948 0.172  0.30
H7 -1.198 -0.751 1.610  0.26
H8 -1.315 2.164 1.444  0.24
H9 -2.144 3.185 -0.058  0.25
H10 -0.927 3.825 1.071  0.34

=====

No. 9
The following is a quantum chemistry calculation of a gas-phase ion, C13H20NO (charge +1), from the OMol25 dataset.

## Properties
Lowest unoccupied orbital energy (eV): -4.547
Total charge: +1
SMILES: C#C/C(C)=[NH+]\CCCC/C=C/[C@@H](O)C=C
Energy above the lowest of the compared OMol25 structures with the same formula, charge and spin (kJ/mol): 615.0
Largest force on an atom (hartree/bohr): 0.1218

Each line ends with the Mulliken charge.
Geometry (Å):
C1 1.368 -2.761 0.551  0.15
C2 1.018 -2.099 -0.386  -0.33
C3 2.628 2.998 1.956  -0.83
C4 1.860 1.938 2.172  -0.25
C5 1.573 0.798 1.291  0.04
C6 0.052 0.950 1.102  0.00
C7 -0.924 0.100 1.429  -0.37
C8 -2.366 0.392 1.107  -0.92
C9 1.840 -0.855 -2.271  -1.59
C10 -2.575 0.540 -0.389  -0.76
C11 -2.780 -0.728 -1.259  -0.98
C12 -1.632 -1.717 -1.069  -0.57
C13 0.700 -1.405 -1.511  0.70
N1 -0.515 -1.188 -1.855  0.10
O1 2.152 0.818 0.044  -0.59
H1 2.114 -3.075 1.206  0.42
H2 2.754 3.919 2.616  0.25
H3 3.233 3.180 1.038  0.19
H4 1.226 1.721 3.099  0.29
H5 1.903 -0.102 1.792  0.34
H6 -0.046 2.014 0.621  0.28
H7 -0.780 -0.870 2.051  0.36
H8 -2.950 -0.423 1.491  0.30
H9 2.342 -1.692 -2.678  0.42
H10 1.658 -0.242 -3.099  0.48
H11 2.407 -0.295 -1.523  0.34
H12 -3.363 1.125 -0.619  0.47
H13 -1.699 1.109 -0.575  0.43
H14 -3.648 -1.332 -0.842  0.35
H15 -2.994 -0.601 -2.331  0.51
H16 -1.294 -1.769 -0.148  0.34
H17 -1.935 -2.818 -1.428  0.26
H18 -0.817 -0.788 -2.744  0.34
H19 -2.634 1.313 1.429  0.46
H20 2.124 1.846 -0.267  0.36

=====

> Which of these has the highest largest force on an atom?

C4H9N2

=====

> Look up the largest force on an atom of the fifth one.

0.0546 hartree/bohr